Here is an isolated molecule of C4H12N2O2 from OMol25. Energies are from the ωB97M-V functional and the def2-TZVPD basis.

## Properties
Kohn-Sham gap   10.364 eV
SMILES   CO[C@@H](O)C(C)(N)N
Maximum force   2.0 eV Å⁻¹
ΔE to the lowest compared entry with this formula, charge and spin   45.18 kcal per mole
Electronic energy   -419.57648 hartree

```
! wB97M-V def2-TZVPD RIJCOSX def2/J DEFGRID3
* xyz 0 1
C -0.1409 -1.4886 1.9756
C 1.4515 -0.1266 -0.3944
O -0.9521 -1.2903 0.8268
H 0.5678 -2.2933 1.7604
H -0.7791 -1.8125 2.8023
H 0.4242 -0.6052 2.2852
H 2.1985 0.1612 -1.1457
H 1.7989 0.2640 0.5683
H 1.4634 -1.2213 -0.3462
C 0.0568 0.4062 -0.7443
N -0.2883 -0.0494 -2.0773
N 0.1547 1.8465 -0.9266
C -1.0418 0.0543 0.3638
O -1.0393 1.0263 1.4105
H -0.4255 1.7183 1.0912
H -0.2558 -1.0715 -2.0761
H -1.2647 0.1686 -2.2674
H -0.7268 2.1768 -1.3150
H 0.8259 1.9896 -1.6834
H -2.0272 0.1469 -0.1079
*
```


Here is C3H7N3O as an isolated structure from OMol25. Energies are from the ωB97M-V functional and the def2-TZVPD basis.

## Properties
Kohn-Sham gap (spin up / spin down)   9.651 / 9.650 eV
Maximum force   7.1 eV Å⁻¹
ΔE to the lowest compared entry with this formula, charge and spin   118.26 kcal per mole
Electronic energy   -357.86142 hartree

```
! wB97M-V def2-TZVPD RIJCOSX def2/J DEFGRID3
* xyz 0 1
C 1.9072 0.7803 0.0595
C -0.9353 -0.0250 0.1232
C 0.9273 -0.3349 -0.0487
N -1.5803 -1.1789 0.2961
O -2.7038 1.1073 -0.3135
N -0.8582 1.1146 -0.3168
N 1.1134 -1.5674 -0.1900
H -2.8544 1.9212 0.1914
H -2.5424 -1.1539 -0.0117
H -1.0099 -2.0044 0.1263
H 2.0983 -1.8561 -0.1718
H 1.8274 1.4214 -0.8199
H 1.6838 1.3862 0.9391
H 2.9269 0.3896 0.1368
*
```


Here is C4H3LiMnO as an isolated structure from OMol25. Energies are from the ωB97M-V functional and the def2-TZVPD basis.

## Properties
Kohn-Sham gap (spin up / spin down)   5.983 / 6.037 eV
Maximum force   5.0 eV Å⁻¹
ΔE to the lowest compared entry with this formula, charge and spin   127.70 kcal per mole
Electronic energy   -1387.37676 hartree

```
! wB97M-V def2-TZVPD RIJCOSX def2/J DEFGRID3
* xyz 1 7
O 0.8619 -0.5879 0.3847
C 2.0950 -1.1318 0.3469
Li -0.5200 -1.6286 -0.3392
Mn 0.3909 1.1195 0.9850
H 2.2256 -2.0087 0.9890
H 2.7205 -0.8082 -0.4901
C -2.2636 1.3536 0.4684
C -2.2812 0.5847 -0.5666
C -2.5401 -0.7385 -0.4192
H -3.2899 -0.3081 0.7107
*
```


Here is C32H35F5N2O4 as an isolated structure from OMol25. Energies are from the ωB97M-V functional and the def2-TZVPD basis.

## Properties
Kohn-Sham gap   4.724 eV
Maximum force   8.2 eV Å⁻¹
ΔE to the lowest compared entry with this formula, charge and spin   60.80 kcal per mole
Electronic energy   -2149.97767 hartree

```
! wB97M-V def2-TZVPD RIJCOSX def2/J DEFGRID3
* xyz 0 1
C -3.1599 2.2943 3.7299
C -2.5952 0.9418 3.3920
O -1.2801 1.1353 2.8083
C -0.7786 0.0147 2.2276
C 0.5699 0.2342 1.5327
C 1.4668 -0.8164 2.1778
O 1.2648 -2.0040 1.9729
C 2.6737 -0.3951 3.0151
C 3.8457 0.0044 2.1199
C 3.4933 1.1219 1.1361
C 2.4885 2.1033 1.7350
C 1.0121 1.6778 1.7371
O -1.3768 -1.0421 2.2482
H -4.1386 2.1614 4.1983
H -2.5208 2.8397 4.4318
H -3.3032 2.9042 2.8310
H -2.4756 0.3151 4.2844
H -3.2291 0.4219 2.6646
H 2.3890 0.4047 3.7097
H 2.9691 -1.2712 3.6054
H 4.6792 0.3328 2.7565
H 4.2122 -0.8731 1.5708
H 4.4113 1.6748 0.8897
H 3.1346 0.7077 0.1844
H 2.7784 2.3414 2.7687
H 2.5512 3.0567 1.1911
H 0.5241 2.2635 0.9493
H 0.5748 2.0314 2.6822
C 0.2533 -6.1466 -4.2893
N 0.7310 -5.3333 -3.1922
C 1.7642 -5.7503 -2.4018
O 2.3248 -6.8411 -2.4857
C 2.0318 -4.6353 -1.3797
C 3.4623 -4.1152 -1.3949
C 4.4721 -5.2201 -1.3630
C 5.3002 -5.4740 -2.4568
F 5.1914 -4.6891 -3.5627
C 6.1758 -6.5548 -2.4884
F 6.9323 -6.7923 -3.5792
C 6.2477 -7.4090 -1.3874
F 7.0728 -8.4717 -1.4102
C 5.4568 -7.1609 -0.2629
F 5.5233 -7.9855 0.8016
C 4.5901 -6.0712 -0.2640
F 3.7935 -5.8713 0.8202
N 1.0207 -3.6329 -1.7311
C 0.8887 -2.5164 -0.9885
C 0.0220 -1.4505 -1.2476
C -0.3229 -0.4054 -0.4008
C -1.5281 0.3258 -0.6574
C -1.8420 1.5866 -0.0705
C -3.0406 2.2495 -0.3047
C -3.9941 1.7121 -1.1765
C -3.7186 0.4961 -1.8116
C -2.5270 -0.1789 -1.5577
C 0.2537 -3.9759 -2.9483
C 0.6409 -3.0663 -4.1273
C -1.2643 -3.9918 -2.7329
H 0.8383 -7.0689 -4.3244
H -0.8057 -6.3964 -4.1504
H 0.3586 -5.6135 -5.2424
H 1.8298 -5.0360 -0.3695
H 3.6236 -3.5149 -2.2978
H 3.5819 -3.4711 -0.5125
H 1.4988 -2.4927 -0.0833
H -0.4075 -1.4408 -2.2552
H 0.5202 -0.0166 0.3319
H -1.1081 2.0793 0.5589
H -3.2178 3.1996 0.2016
H -4.9318 2.2382 -1.3585
H -4.4397 0.0686 -2.5107
H -2.3624 -1.1369 -2.0543
H 1.6694 -3.2909 -4.4425
H -0.0412 -3.2563 -4.9651
H 0.5789 -2.0108 -3.8517
H -1.5399 -4.8782 -2.1465
H -1.6009 -3.0987 -2.2031
H -1.7612 -4.0369 -3.7103
*
```


Here is C11H28Cl3CrFO11P2S as an isolated structure from OMol25. Energies are from the ωB97M-V functional and the def2-TZVPD basis.

## Properties
Kohn-Sham gap (spin up / spin down)   10.008 / 11.298 eV
Maximum force   3.5 eV Å⁻¹
Electronic energy   -4869.39162 hartree

```
! wB97M-V def2-TZVPD RIJCOSX def2/J DEFGRID3
* xyz 1 4
Cr 0.3638 -0.1881 0.9762
F 0.8769 -0.9724 -0.6990
O 0.5764 -0.9145 2.5959
H 1.4118 -0.8361 3.0460
C -3.7816 -3.7426 0.9793
C -4.2582 -3.0935 -0.3491
C -3.1143 -2.1734 -0.8106
S -2.7775 -1.3584 0.7676
O -3.7314 -0.3031 0.9442
O -1.3617 -1.0768 0.8037
C -3.0483 -2.7815 1.8618
H -3.0617 -4.5785 0.6903
H -4.6355 -4.2333 1.4542
H -5.1474 -2.5260 -0.0542
H -4.4740 -3.7231 -1.1612
H -3.4301 -1.4783 -1.5638
H -2.2219 -2.6908 -1.1872
H -3.6762 -2.3526 2.6235
H -2.0504 -3.1413 2.1864
C 3.2073 2.9201 3.2082
O 3.6563 1.6701 2.6988
P 3.2828 1.1082 1.2753
O 1.8065 1.0155 1.0925
O 3.8994 2.1387 0.2528
C 5.3787 2.0832 0.0423
O 4.1915 -0.0656 1.0024
C 3.8150 -1.3987 0.6381
H 3.4173 3.7816 2.5592
H 3.7068 3.0192 4.1367
H 2.1217 2.8986 3.4364
H 5.7712 3.1085 -0.0146
H 5.6884 1.4767 -0.8526
H 5.8263 1.5787 0.8778
H 4.6081 -2.0229 0.9658
H 3.7878 -1.5432 -0.4447
H 2.8547 -1.5812 1.1006
C -2.7327 2.8678 -0.0527
O -2.2099 2.4590 -1.3191
P -0.7165 2.0097 -1.2914
O -0.3531 1.3833 0.0560
O -0.4648 1.1976 -2.5468
C -1.4639 0.5251 -3.4159
O 0.1499 3.3324 -1.4829
C -0.1322 4.3544 -2.4600
H -3.7200 3.3283 -0.2875
H -2.0176 3.5283 0.4648
H -2.9173 2.0369 0.5456
H -2.0519 1.4122 -3.7850
H -2.1322 -0.2124 -2.9129
H -0.8861 0.0692 -4.1810
H -0.3144 5.2977 -1.8376
H -0.9151 4.0708 -3.1438
H 0.7652 4.3834 -3.0911
C 0.4488 -3.9338 -0.9361
Cl 1.9459 -4.1225 -1.7965
Cl 0.7864 -4.2793 0.8957
Cl -0.7710 -4.8856 -1.5479
H 0.2242 -2.8453 -0.9530
*
```


Here is a 2-piece molecular cluster, C8H13N5S overall from OMol25. Energies are from the ωB97M-V functional and the def2-TZVPD basis.

## Properties
Kohn-Sham gap (spin up / spin down)   5.213 / 8.348 eV
Maximum force   4.7 eV Å⁻¹
Electronic energy   -984.35120 hartree

```
! wB97M-V def2-TZVPD RIJCOSX def2/J DEFGRID3
* xyz 0 3
C 4.3651 -0.1755 -0.2411
C 2.7695 -1.4973 -0.1103
C 0.6207 2.4165 0.1181
C -0.9273 -1.1155 -0.3958
C -0.7635 2.5987 0.4403
C -0.1654 -0.7781 -1.6227
C -3.0784 -1.4857 0.4462
C 1.1476 -0.0719 1.1070
N 3.9912 -1.3475 -0.6201
N 3.4373 0.4888 0.5567
N 1.7522 2.6089 -0.0319
N -2.1547 -1.2194 -0.6052
N 2.3739 -0.3652 0.5378
S -0.0530 -1.3479 1.2418
H 5.2314 0.2623 -0.5543
H 2.1773 -2.3147 -0.4875
H -1.2112 3.4496 -0.0189
H -0.9964 2.7022 1.4810
H -1.3200 1.8198 0.1927
H 0.1695 -1.8142 -2.0234
H 0.5909 -0.0471 -1.3532
H -0.9833 -0.1830 -2.2543
H -3.0628 -0.9414 1.3997
H -3.0933 -2.6266 0.6897
H -4.0322 -1.3583 0.1003
H 1.3864 0.6025 1.8819
H 3.0262 1.3839 0.5889
*
```


Q: electronic energy of number 6 (C8H13N5S)?
A: -984.35120 hartree


Q: Among the records above, which one has the highest maximum force?
A: C32H35F5N2O4